The following is a DFT calculation (ωB97M-V with the def2-TZVPD basis set) of a structure of composition C21H21Ba2F7O25P at a distorted geometry.

```
77
Properties=species:S:1:pos:R:3:forces:R:3
Ba -1.66233 0.10160 2.03259 0.4 0.1 0.1
Ba 2.35209 -1.84037 2.17437 -0.4 0.3 -0.1
P 0.59342 -0.53284 0.33121 -1.0 -0.3 0.4
O 0.95876 0.40848 1.51451 0.6 1.2 0.2
O 1.88931 -1.02030 -0.30090 -0.1 0.0 -0.1
O -0.64804 -0.02727 -0.40379 0.7 0.4 -0.3
O 0.01048 -1.67820 1.25246 0.1 -1.6 0.0
C -3.25029 -3.08467 5.85471 0.3 0.1 0.2
C -2.10433 -3.09351 6.85915 -0.3 0.5 -0.4
O -1.20594 -2.15237 6.27015 0.3 -0.2 -0.1
C -1.41167 -2.14352 4.95058 -0.1 -0.2 0.1
O -0.65704 -1.67641 4.13327 -0.1 0.4 0.0
O -2.57300 -2.70663 4.63366 -0.1 0.0 -0.1
F -1.48043 -4.28700 6.89126 0.0 -0.1 0.2
H -3.96009 -2.30017 6.11060 -0.2 -0.1 -0.1
H -3.71887 -4.05232 5.72016 0.0 0.0 0.0
H -2.36376 -2.72845 7.84783 0.1 -0.2 0.1
C 3.09166 -0.85451 -3.32585 -0.2 -0.5 -0.2
C 1.58298 -0.63021 -3.41517 0.8 1.0 0.0
O 1.11505 -1.64820 -4.20715 0.1 -0.4 0.2
C 2.18428 -2.33282 -4.78851 -0.4 0.2 0.1
O 2.04269 -3.24561 -5.51306 0.0 -0.2 -0.2
O 3.34209 -1.79551 -4.37838 0.1 0.2 0.2
F 1.32512 0.58593 -4.04370 0.0 -0.1 0.1
H 3.35273 -1.32713 -2.37981 0.0 0.1 0.0
H 3.67466 0.04725 -3.48607 0.0 0.1 -0.1
H 1.13715 -0.56295 -2.42494 -0.4 -0.3 -0.3
C -3.51797 -0.70251 -1.69972 0.4 -0.1 0.2
C -3.34278 -0.60979 -3.21145 0.5 -0.4 0.3
O -4.62466 -0.34544 -3.65987 -0.1 0.0 0.0
C -5.53796 -0.74187 -2.71237 0.2 0.1 -0.2
O -6.69526 -0.82980 -2.89196 -0.3 0.0 0.0
O -4.89478 -0.99671 -1.54446 -0.1 0.2 0.1
F -2.92712 -1.81890 -3.71484 -0.1 0.0 0.1
H -3.22075 0.24184 -1.23343 -0.4 0.1 0.0
H -2.94107 -1.49330 -1.22301 0.1 -0.1 -0.3
H -2.61840 0.13211 -3.53767 -0.2 0.2 -0.2
C -0.20693 2.95858 -0.65218 -0.7 -1.0 0.1
C -0.71872 2.60015 -2.03843 -0.1 -0.1 0.1
O 0.00135 3.46801 -2.85212 -0.2 0.2 0.0
C 0.39673 4.55472 -2.11178 -0.1 -0.3 0.0
O 0.82395 5.55297 -2.55625 0.2 0.4 -0.1
O 0.25640 4.27932 -0.78736 0.2 0.0 0.0
F -2.07184 2.84872 -2.17409 0.1 0.1 0.1
H 0.54064 2.21992 -0.36317 0.5 0.4 0.0
H -0.95462 2.88061 0.13037 -0.3 0.4 -0.2
H -0.58152 1.56687 -2.33496 0.3 0.0 -0.1
C 3.31009 2.67136 -0.81059 -0.5 -0.7 -0.4
C 4.32930 1.54097 -0.71927 0.5 0.6 -0.3
O 4.98742 1.78401 0.51212 -0.2 -0.3 0.3
C 4.17329 2.54279 1.28201 -0.3 0.4 -0.5
O 4.23075 2.65549 2.45882 0.2 0.0 0.4
O 3.22911 3.15403 0.52311 0.1 -0.1 0.1
F 5.22684 1.61240 -1.73382 0.0 -0.1 0.2
H 2.36082 2.23726 -1.11625 -0.2 0.1 0.2
H 3.55411 3.44217 -1.53881 0.4 0.1 0.2
H 3.90859 0.53854 -0.68323 -0.1 -0.1 -0.2
C 1.53143 4.31634 3.30577 -0.3 -0.1 0.7
C 0.86759 3.03358 2.87061 0.5 0.2 -0.3
O -0.38976 3.45991 2.44235 -0.3 -0.2 -0.1
C -0.67954 4.68134 3.04185 0.4 0.0 0.4
O -1.71208 5.23509 2.93607 -0.3 -0.1 -0.1
O 0.38491 5.06817 3.76250 0.1 0.2 -0.6
F 0.66469 2.16856 3.93500 0.0 -0.2 0.1
H 2.02726 4.81567 2.47608 -0.1 0.0 -0.1
H 2.21479 4.21469 4.14214 0.0 -0.2 0.0
H 1.36225 2.47940 2.08307 0.0 0.0 0.0
C -0.78229 -4.04385 -0.63318 0.4 -0.2 -0.3
C 0.06486 -3.66362 -1.83398 -0.6 0.4 0.3
O -0.69849 -4.15526 -2.88681 0.3 -0.3 -0.1
C -1.39342 -5.25055 -2.42824 0.1 0.1 0.2
O -1.98765 -6.01039 -3.09764 -0.1 -0.1 -0.2
O -1.29337 -5.30552 -1.06831 -0.2 0.3 0.1
F 1.26737 -4.32159 -1.76264 0.3 0.0 -0.1
H -1.59952 -3.33655 -0.49091 0.0 0.0 0.1
H -0.19701 -4.14527 0.27382 -0.1 -0.2 0.0
H 0.25628 -2.60698 -1.98206 0.0 0.0 0.0
```
Positions in Å, forces in eV/Å.

Summary:
ΔE to the lowest compared entry with this formula, charge and spin in kJ/mol: 0.0
LUMO energy in eV: -4.2
Charge: +1
Largest force on an atom in eV Å⁻¹: 1.6
Frontier orbital gap in eV: 8.835
Electronic energy in Ha: -3785.4369